Record 1
The following is a quantum chemistry calculation of a 2-piece molecular cluster, C4H12NO overall, from OMol25.

Each line ends with the Löwdin charge.
Atoms and positions in Å:
C  -0.890  -2.414  1.663  -0.210
O  -1.300  -1.670  0.598  -0.064
H  -0.773  -3.454  1.325  0.107
H  0.083  -2.116  2.061  0.092
H  -1.565  -2.407  2.531  0.081
C  -0.321  1.223  -0.183  -0.306
C  0.890  0.513  -0.767  -0.278
C  1.275  1.102  -2.124  -0.115
N  -0.505  0.857  1.227  0.007
H  -1.201  0.959  -0.775  0.108
H  -0.163  2.299  -0.243  0.111
H  0.703  -0.556  -0.862  0.092
H  1.697  0.605  -0.035  0.105
H  1.825  2.029  -1.975  0.068
H  0.374  1.297  -2.703  0.070
H  1.921  0.416  -2.665  0.064
H  -0.831  -0.104  1.255  -0.001
H  -1.218  1.422  1.672  0.068

⟨S²⟩   0.75
E_tot   -289.4933 Eh
HOMO level (spin up / spin down)   -9.2 / -9.1 eV
Frontier orbital gap (spin up / spin down)   10.2 / 7.2 eV
Total charge   0
2S+1   2
F_max   0.9 eV Å⁻¹
ΔE to the lowest compared entry with this formula, charge and spin   96.6 kJ/mol



Record 2
The following is a quantum chemistry calculation of a 2-piece molecular cluster, C4H14N4 overall in a non-equilibrium geometry, from OMol25.

Each line ends with the Löwdin charge.
Atoms and positions in Å:
C  0.792  0.095  1.134  -0.591
N  1.751  1.075  0.655  0.030
N  0.870  0.005  2.610  0.037
C  -1.492  -0.517  0.742  -0.302
N  -0.506  0.455  0.616  -0.086
H  1.141  -0.898  0.788  0.122
H  0.392  0.814  3.001  0.064
H  2.614  1.007  1.182  0.068
H  1.349  1.998  0.782  0.071
H  0.381  -0.818  2.948  0.045
H  -1.424  -1.186  1.616  0.095
H  -2.506  -0.129  0.636  0.098
C  -0.766  0.443  -1.683  0.000
C  0.604  0.409  -2.263  -0.139
N  -1.210  -1.390  -0.538  0.013
H  -1.858  -2.096  -0.901  0.080
H  -0.379  -1.955  -0.377  0.066
H  -1.113  1.379  -1.281  0.066
H  -1.502  -0.015  -2.332  0.064
H  0.621  1.042  -3.162  0.082
H  0.917  -0.584  -2.591  0.074
H  1.325  0.864  -1.585  0.042

E_tot   -379.6684 Eh
HOMO level (spin up / spin down)   -7.2 / -7.2 eV
Frontier orbital gap (spin up / spin down)   7.8 / 7.8 eV
Total charge   0
F_max   2.2 eV Å⁻¹
ΔE to the lowest compared entry with this formula, charge and spin   434.2 kJ/mol



Record 3
The following is a quantum chemistry calculation of a 2-piece molecular cluster, C2H7FNOP overall in a non-equilibrium geometry, from OMol25.

Each line ends with the Löwdin charge.
Atoms and positions in Å:
C  -2.638  -0.399  0.063  -0.089
C  -1.734  0.502  -0.267  -0.110
N  2.326  0.742  0.480  -0.185
O  1.336  -1.600  0.227  -0.284
F  1.640  -0.274  -1.787  -0.362
P  2.521  -0.667  -0.402  0.754
H  -2.301  -1.419  -0.146  0.046
H  -3.640  -0.117  0.619  0.097
H  0.551  -1.143  0.412  -0.018
H  -0.709  0.266  -0.589  0.021
H  -1.881  1.581  -0.150  0.049
H  3.014  1.476  0.527  0.031
H  1.517  1.054  1.014  0.049

E_tot   -651.6434 Eh
HOMO level   -10.2 eV
Frontier orbital gap   11.1 eV
SMILES   NP(O)F.C=C
Total charge   0
F_max   2.8 eV Å⁻¹
ΔE to the lowest compared entry with this formula, charge and spin   138.6 kJ/mol



Record 4
The following is a quantum chemistry calculation of a 2-piece molecular cluster, C5H10N2O2 overall in a non-equilibrium geometry, from OMol25.

Each line ends with the Löwdin charge.
Atoms and positions in Å:
C  0.320  -0.979  1.898  -0.057
C  -2.096  -0.187  -0.500  -0.047
N  -1.341  0.793  -0.821  -0.124
C  1.947  -0.647  0.013  -0.507
C  0.974  -0.035  0.963  -0.285
N  -0.661  0.763  -2.013  -0.004
C  0.487  1.217  0.777  0.034
O  1.927  -0.208  -1.262  0.082
O  2.671  -1.558  0.328  0.105
H  1.133  0.331  -1.460  0.046
H  -0.697  1.661  -2.473  0.107
H  -0.867  -0.019  -2.631  0.103
H  -0.180  -0.464  2.717  0.080
H  1.050  -1.660  2.329  0.083
H  -2.281  -1.032  -1.166  0.076
H  -0.481  -1.507  1.327  0.087
H  -2.759  -0.048  0.339  0.071
H  -0.108  1.683  1.548  0.077
H  0.962  1.898  0.088  0.076

E_tot   -456.4394 Eh
HOMO level   -9.2 eV
Frontier orbital gap   9.8 eV
SMILES   C=C(C)C(=O)O.C=NN
Total charge   0
F_max   2.6 eV Å⁻¹
ΔE to the lowest compared entry with this formula, charge and spin   301.5 kJ/mol